(1)
The following is a DFT calculation (ωB97M-V with the def2-TZVPD basis set) of a 2-piece molecular cluster, C7H15O2 overall at a distorted geometry.

Computed properties:
**Total charge**: +1
**E_tot**: -425.8534 hartree

Geometry as XYZ:
```
24
Properties=species:S:1:pos:R:3:lowdin_charge:R:1
C 3.10314 0.52802 -0.75437 -0.2212
C 1.82638 -0.00513 -0.96158 -0.2853
C -2.13908 -0.50744 -0.19402 -0.1947
C 3.48227 0.83892 0.68554 -0.0960
C -2.30945 -1.24171 -1.51457 0.0428
C -1.92034 -1.37109 0.92466 0.0152
C -2.06718 1.51638 1.08463 -0.0341
O 0.82048 -0.02498 -0.28122 0.0476
O -2.13628 0.84008 -0.13793 0.0016
H 3.46776 1.40358 -1.33165 0.1517
H 3.84756 -0.22254 -1.11944 0.1433
H 1.85975 -0.54583 -1.85272 0.1048
H 2.99848 1.73337 1.00681 0.0631
H 4.55452 0.95742 0.90179 0.0863
H 3.21759 0.02159 1.38953 0.0883
H -2.61539 -2.31165 -1.42710 0.1173
H -1.36505 -1.19035 -2.06620 0.1133
H -3.15805 -0.79528 -2.06544 0.1176
H -2.06711 -1.03548 1.96884 0.1186
H -0.83359 -1.66009 0.90405 0.1593
H -2.46336 -2.22521 0.81361 0.0729
H -2.38248 0.95687 1.96461 0.0884
H -0.99587 1.91805 1.31382 0.1462
H -2.72469 2.42253 0.74837 0.1530
```


(2)
The following is a DFT calculation (ωB97M-V with the def2-TZVPD basis set) of one molecule with the formula C4H6N4 at a distorted geometry.

Computed properties:
**Total charge**: 0
**E_tot**: -374.9512 hartree
**Structure (SMILES)**: C1NN=C2CNN=C12

Geometry as XYZ:
```
14
Properties=species:S:1:pos:R:3:lowdin_charge:R:1
C 1.49531 -1.05667 -0.01834 -0.1160
C -0.06517 0.78767 -0.06928 -0.2495
C -1.49999 1.05892 0.00083 -0.1146
C 0.06142 -0.70719 -0.03920 -0.2518
H 1.76247 -1.80806 -0.76664 0.1178
H 1.77222 -1.50944 0.94411 0.1195
H 2.90612 0.48268 0.19503 0.1119
H -1.80220 1.83976 -0.70835 0.1216
H -1.76182 1.42800 1.00914 0.1265
H -2.88642 -0.57252 0.16017 0.1153
N 2.01987 0.30234 -0.26524 -0.0744
N 1.08828 1.32950 -0.08371 0.0868
N -2.01748 -0.30079 -0.29098 -0.0697
N -1.07260 -1.27422 -0.06755 0.0767
```


(3)
The following is a DFT calculation (ωB97M-V with the def2-TZVPD basis set) of C3H8B4F16NO3V as an isolated structure at a distorted geometry.

Computed properties:
**Total charge**: -2
**E_tot**: -3041.9074 hartree

Geometry as XYZ:
```
36
Properties=species:S:1:pos:R:3:lowdin_charge:R:1
O -0.47821 -1.66136 0.05999 -0.2611
V -2.03683 -1.91682 -0.00695 1.0723
O -2.24194 -2.95730 -1.17392 -0.2683
C 3.24147 4.30475 0.28534 0.0190
C 2.10093 3.34728 0.50615 -0.4108
O 1.00302 3.65362 0.79757 0.1997
N 2.44416 1.89879 0.29543 0.0912
H 3.33227 1.84566 -0.21286 0.1526
H 2.64773 1.45243 1.19536 0.1984
C 1.35873 1.11364 -0.35576 0.0212
H 2.78434 5.28930 0.29129 0.0917
H 3.75226 4.04992 -0.64329 0.0950
H 3.96986 4.28471 1.09817 0.0942
H 1.03695 1.51081 -1.31049 0.1148
H 0.65766 0.81466 0.41557 0.1134
H 1.79894 0.14081 -0.61366 0.0681
B -4.77504 -1.10378 0.95435 -1.2132
F -4.55454 -2.27952 0.18043 0.0809
F -5.55261 -1.42380 2.06768 0.1185
F -3.43973 -0.79497 1.42201 0.0421
F -5.28064 -0.06385 0.21140 0.1557
B -1.57245 -3.75999 2.53894 -1.2229
F -2.18928 -4.66500 3.39236 0.1185
F -2.01455 -2.43961 2.80006 0.0885
F -0.17343 -3.78402 2.64877 0.0988
F -1.90553 -4.03146 1.16687 0.0680
B 3.39890 -1.34007 -1.58593 -1.2110
F 2.79287 -1.43904 -2.83130 0.1225
F 4.41823 -2.31165 -1.48195 0.0793
F 3.94234 -0.01541 -1.41768 0.0366
F 2.49026 -1.52480 -0.51353 0.0737
B -2.20725 0.75676 -2.05760 -1.2111
F -1.18081 1.74172 -2.05890 0.0723
F -2.21362 0.16866 -0.73858 0.0555
F -3.42101 1.37166 -2.33609 0.1252
F -1.93344 -0.23276 -2.98930 0.1306
```


(4)
The following is a DFT calculation (ωB97M-V with the def2-TZVPD basis set) of C19H20N4O3S as an isolated structure at a distorted geometry.

Computed properties:
**Total charge**: 0
**E_tot**: -1578.3552 hartree

Geometry as XYZ:
```
47
Properties=species:S:1:pos:R:3:lowdin_charge:R:1
C 1.43396 4.19431 3.41298 -0.0042
C 0.51930 3.01575 2.94665 -0.3347
C 0.35085 1.64156 3.38173 0.0383
C -0.63758 1.28486 2.64071 -0.6932
N -0.93512 2.23487 1.85051 0.1231
O -0.35527 3.48279 2.16614 0.0773
N -1.20784 0.27911 2.63452 0.2020
C -0.45632 -1.17143 3.06782 -0.3289
O 0.46923 -1.15773 3.84995 0.0864
C -1.15093 -2.37282 2.46548 -0.3252
H -0.57284 -3.23078 2.75257 0.0791
H -2.01428 -2.68448 3.28276 0.1722
S -1.59623 -2.29342 0.71359 1.1647
C -0.51416 -1.46919 0.10142 -0.6856
N 0.62180 -1.22887 0.91159 0.1153
C 1.52718 -0.24611 0.47303 -0.2375
C 2.63418 0.08864 1.22407 -0.0316
C 3.59173 0.89467 0.90100 -0.0868
C 3.58822 1.07663 -0.42754 -0.0987
C 2.57014 0.93058 -1.27366 -0.0122
C 1.69387 0.00320 -0.82929 -0.0828
C 0.43495 -0.23164 -1.68834 -0.2596
O 0.43852 -0.07937 -2.93031 0.0333
N -0.60245 -0.98658 -1.19061 0.0201
C -1.54278 -1.79823 -1.94276 -0.1827
H -2.31864 -2.12142 -1.46897 0.0157
C -2.20578 -0.28018 -2.86604 -0.0573
C -2.36991 -0.77977 -4.19401 -0.3642
H -1.39626 -0.07415 -4.65191 0.1957
C -2.19033 -2.12439 -4.38975 -0.2239
H -3.16880 -2.73785 -4.05521 0.1660
H -1.69859 -2.59405 -5.26469 0.1281
C -1.21859 -2.51012 -3.21781 -0.1552
H -0.05308 -2.18453 -3.59015 0.1892
H -1.13656 -3.48075 -2.90291 0.0688
H -3.31512 -0.36635 -4.71554 0.1409
H -1.76311 0.44842 -2.50515 -0.0197
H -3.55182 -0.15310 -2.43986 0.1884
H 2.65427 1.17469 -2.29830 0.1224
H 4.35138 1.91701 -0.58659 0.1424
H 4.29325 1.20662 1.46808 0.0614
H 2.33919 -0.15586 2.48294 0.1887
H -1.95075 0.05715 2.06982 0.0962
H 1.12270 1.33486 4.11064 0.1286
H 1.00102 4.99337 3.96582 0.0572
H 2.09683 4.41659 2.44513 0.1267
H 2.19057 3.83750 4.11044 0.0560
```


(5)
The following is a DFT calculation (ωB97M-V with the def2-TZVPD basis set) of C25H36N6O2RuTe as an isolated structure at a distorted geometry.

Computed properties:
**Total charge**: +3
**2S+1**: 2
**E_tot**: -1815.2281 hartree

Geometry as XYZ:
```
71
Properties=species:S:1:pos:R:3:lowdin_spin:R:1
Ru -0.52110 0.10702 -0.76406 0.8770
C -0.64110 2.87911 -2.06252 0.0100
C 0.83156 2.76331 -1.62812 0.0049
N 0.91721 2.02310 -0.35526 0.0757
C 2.26613 1.54754 -0.02147 0.0037
C 2.59953 0.33481 -0.83132 0.0053
C 3.87834 -0.18081 -0.93105 0.0025
C 4.09646 -1.25415 -1.78163 -0.0008
C 3.04279 -1.76098 -2.53005 0.0016
C 1.78741 -1.21362 -2.35326 0.0043
C 0.57926 -1.67360 -3.10135 0.0007
N -0.47304 -0.64374 -3.04309 0.0140
C -0.27469 0.40247 -4.08232 0.0027
C -1.33509 1.50917 -3.99053 0.0007
N -0.86071 2.74711 -3.45672 -0.0004
N 1.57798 -0.20807 -1.49919 0.0569
H -1.05370 3.82598 -1.70633 0.0003
H -1.20090 2.04718 -1.53372 0.0053
H 1.27919 3.75577 -1.53670 0.0012
H 1.38251 2.21725 -2.38988 0.0000
H 0.61012 2.63938 0.39215 0.0015
H 2.29868 1.29880 1.04221 -0.0003
H 3.02123 2.31942 -0.19778 0.0011
H 4.69482 0.26250 -0.37659 0.0005
H 5.08777 -1.67643 -1.88142 -0.0001
H 3.19784 -2.56023 -3.24266 0.0003
H 0.19910 -2.59744 -2.66065 -0.0002
H 0.85318 -1.89947 -4.13521 -0.0002
H -1.35430 -1.10136 -3.25559 -0.0002
H -0.32430 -0.06923 -5.06704 0.0006
H 0.72140 0.82706 -3.97252 0.0000
H -2.16697 1.11826 -3.37296 0.0002
H -1.73025 1.70566 -4.98457 0.0000
H -1.09207 3.57998 -3.96932 0.0002
O 0.00560 1.97864 5.84015 0.0000
C -0.45152 2.89585 4.88181 0.0005
C -0.69064 2.15708 3.59907 0.0028
C -1.49615 2.68311 2.58674 -0.0001
C -1.66376 1.96039 1.42722 0.0022
N -1.07295 0.77094 1.22513 -0.0052
C -0.31295 0.24513 2.19910 0.0025
C -0.10639 0.91104 3.39218 -0.0008
C 0.21920 -1.08338 1.89227 -0.0008
C 0.84277 -1.89555 2.81475 -0.0005
C 1.22418 -3.18834 2.45818 0.0002
C 1.90456 -4.05837 3.47478 0.0000
O 2.77737 -3.23181 4.20878 0.0000
C 0.95076 -3.61571 1.16509 -0.0001
C 0.34487 -2.73990 0.28545 -0.0004
N -0.00703 -1.49987 0.63260 -0.0129
H 0.03799 2.39106 6.71133 0.0000
H 0.29995 3.67381 4.68354 0.0003
H -1.36576 3.41432 5.18619 0.0001
H -1.99531 3.63616 2.70439 -0.0001
H -2.30984 2.32081 0.63642 0.0007
H 0.50194 0.49325 4.18119 -0.0001
H 1.04504 -1.55436 3.82007 -0.0001
H 2.41522 -4.89065 2.98361 0.0000
H 1.12989 -4.49041 4.12230 0.0000
H 3.22918 -3.74635 4.88902 0.0000
H 1.21044 -4.61195 0.83303 0.0000
H 0.11875 -3.04646 -0.72573 0.0000
C -4.13336 -0.60596 0.75885 0.0024
Te -2.91647 -1.35587 -0.81242 -0.0506
C -4.46186 -1.35794 -2.28436 -0.0051
H -4.88414 -1.36076 0.97917 -0.0012
H -4.60863 0.31782 0.43981 -0.0003
H -3.50497 -0.43783 1.62798 0.0001
H -4.91206 -0.37473 -2.38703 -0.0001
H -5.19156 -2.07495 -1.91284 -0.0023
H -4.06661 -1.70000 -3.23732 0.0000
```


Q: What is the total charge in the first record?
A: +1